Record 1
16
Properties=species:S:1:pos:R:3 method="wB97M-V/def2-TZVPD" lumo_ev=0.89 homo_lumo_gap_ev=9.888 smiles="[H]/N=C/N.NCN" charge=0 de_lowest_kcal_mol=50.6 homo_energy_ev=-9.00 molar_mass_g_mol=90.13 e_tot_ha=-301.14755
H -0.881 -0.750 2.374
N -1.576 -0.081 2.076
C -1.035 1.133 2.011
N -1.977 2.218 1.892
H 0.043 1.414 2.026
H -1.715 3.037 1.334
H -2.933 1.914 1.556
N 2.401 -0.689 -1.840
C 1.204 -0.652 -1.007
N 0.185 -1.548 -1.588
H 1.980 -0.400 -2.721
H 2.616 -1.694 -2.211
H 1.603 -0.724 0.132
H 0.595 0.316 -0.925
H 0.110 -2.303 -1.035
H -0.620 -1.191 -2.072

Record 2
211
Properties=species:S:1:pos:R:3 method="wB97M-V/def2-TZVPD" lumo_ev=-4.43 homo_lumo_gap_ev=10.825 charge=+3 homo_energy_ev=-15.25 molar_mass_g_mol=1318.54 e_tot_ha=-8595.05218
C 1.216 -2.146 2.323
C 2.392 -2.916 1.867
C 2.088 -4.292 1.162
C 3.331 -4.975 0.662
N 3.048 -6.339 -0.111
C 4.352 -6.957 -0.466
C 4.087 -7.641 -1.791
C 3.223 -6.682 -2.522
C 2.309 -6.038 -1.411
C 2.164 -7.335 0.678
C 2.653 -7.696 2.093
C 1.542 -8.663 2.686
H 0.694 -2.758 3.109
H 0.578 -1.789 1.518
H 1.549 -1.301 2.916
H 3.072 -3.188 2.687
H 2.931 -2.230 1.220
H 1.461 -4.195 0.284
H 1.585 -4.980 1.900
H 3.989 -5.277 1.492
H 4.026 -4.416 -0.058
H 4.686 -7.544 0.378
H 4.983 -6.108 -0.571
H 3.489 -8.556 -1.717
H 5.032 -7.772 -2.370
H 2.652 -7.065 -3.394
H 3.874 -5.841 -2.929
H 1.285 -6.427 -1.391
H 2.266 -4.920 -1.443
H 2.098 -8.270 0.079
H 1.207 -6.929 0.804
H 2.731 -6.830 2.753
H 3.618 -8.203 2.204
H 1.718 -8.670 3.740
H 1.654 -9.619 2.168
H 0.545 -8.215 2.492
C -4.816 0.496 4.294
C -3.418 -0.335 4.224
C -3.628 -1.772 4.694
C -4.657 -2.430 3.794
N -4.439 -3.882 3.644
C -3.165 -4.116 2.845
C -3.563 -4.487 1.441
C -5.008 -4.242 1.290
C -5.523 -4.413 2.728
C -4.359 -4.640 4.943
C -5.573 -4.462 5.859
C -5.338 -5.177 7.211
H -5.153 0.604 5.372
H -5.555 -0.009 3.690
H -4.688 1.476 3.820
H -2.747 0.203 4.906
H -3.061 -0.317 3.200
H -3.953 -1.748 5.749
H -2.664 -2.338 4.556
H -4.602 -2.053 2.765
H -5.662 -2.344 4.112
H -2.614 -4.917 3.389
H -2.537 -3.210 2.908
H -3.312 -5.541 1.282
H -3.019 -3.905 0.748
H -5.540 -4.914 0.620
H -5.238 -3.178 1.069
H -5.689 -5.397 3.068
H -6.485 -3.872 2.888
H -3.430 -4.335 5.444
H -4.180 -5.717 4.672
H -6.421 -5.004 5.423
H -5.884 -3.432 5.942
H -4.530 -4.719 7.719
H -5.138 -6.233 7.106
H -6.202 -4.974 7.872
C -4.892 -3.785 -4.832
C -5.510 -3.205 -3.572
C -6.409 -1.971 -3.718
C -7.622 -2.101 -4.555
N -8.301 -0.827 -4.974
C -9.541 -1.225 -5.749
C -9.843 0.028 -6.599
C -8.492 0.868 -6.657
C -7.514 -0.077 -5.995
C -8.735 -0.047 -3.729
C -7.668 0.818 -3.040
C -7.780 0.994 -1.547
H -4.131 -4.560 -4.630
H -4.368 -3.038 -5.396
H -5.575 -4.153 -5.585
H -4.701 -2.864 -2.939
H -6.059 -3.961 -3.038
H -5.776 -1.212 -4.222
H -6.630 -1.547 -2.705
H -8.413 -2.640 -4.069
H -7.383 -2.648 -5.452
H -10.231 -1.504 -4.932
H -9.314 -2.135 -6.291
H -10.760 0.484 -6.206
H -10.050 -0.234 -7.596
H -8.650 1.726 -6.036
H -8.083 1.121 -7.654
H -6.630 0.332 -5.508
H -7.154 -0.856 -6.635
H -9.237 -0.763 -3.091
H -9.493 0.664 -4.087
H -7.806 1.794 -3.427
H -6.670 0.499 -3.337
H -8.720 1.558 -1.374
H -6.963 1.635 -1.206
H -7.718 0.105 -0.947
C 3.512 -0.753 -6.699
C 2.583 0.429 -6.937
C 1.192 0.289 -6.249
C 1.205 0.914 -4.827
N -0.154 0.986 -4.197
C -1.065 2.087 -4.739
C -1.938 2.500 -3.586
C -0.964 2.541 -2.375
C 0.130 1.396 -2.699
C -0.887 -0.367 -4.133
C -0.151 -1.546 -3.542
C -0.836 -2.843 -4.053
H 3.167 -1.672 -7.233
H 3.461 -1.070 -5.582
H 4.526 -0.534 -7.005
H 2.311 0.458 -7.991
H 3.107 1.335 -6.667
H 0.925 -0.764 -6.276
H 0.415 0.782 -6.847
H 1.513 1.966 -4.777
H 1.868 0.382 -4.175
H -1.711 1.764 -5.631
H -0.430 2.892 -5.096
H -2.771 1.865 -3.422
H -2.260 3.542 -3.632
H -1.408 2.325 -1.440
H -0.518 3.543 -2.463
H 0.002 0.567 -1.983
H 1.116 1.789 -2.634
H -1.245 -0.614 -5.130
H -1.846 -0.142 -3.617
H -0.077 -1.522 -2.447
H 0.855 -1.495 -3.889
H -1.042 -2.846 -5.165
H -1.746 -3.034 -3.506
H -0.205 -3.718 -3.922
C 5.709 7.711 7.902
C 6.831 6.926 7.298
C 7.027 7.165 5.814
C 5.995 6.492 4.933
P 5.877 7.011 3.129
C 7.357 6.695 2.083
C 7.901 5.226 2.039
C 9.421 5.063 2.174
C 10.158 5.705 1.036
C 4.262 6.407 2.553
C 4.123 4.881 2.261
C 4.584 4.651 0.842
C 4.763 3.234 0.382
C 5.881 8.779 3.122
C 4.804 9.476 4.057
C 5.141 10.923 4.283
C 5.317 11.669 2.958
H 5.611 7.609 8.997
H 4.699 7.494 7.564
H 5.794 8.801 7.758
H 6.640 5.867 7.520
H 7.762 7.121 7.899
H 8.007 6.759 5.500
H 7.049 8.236 5.565
H 5.003 6.645 5.181
H 6.177 5.420 4.880
H 8.019 7.396 2.549
H 6.958 7.029 1.142
H 7.569 4.713 1.109
H 7.404 4.616 2.866
H 9.508 3.974 2.361
H 9.701 5.499 3.148
H 9.801 6.707 0.710
H 9.971 5.115 0.156
H 11.200 5.792 1.253
H 3.989 6.964 1.591
H 3.513 6.705 3.305
H 3.112 4.598 2.390
H 4.642 4.106 2.889
H 5.407 5.366 0.673
H 3.863 5.100 0.155
H 5.606 2.741 0.894
H 4.891 3.202 -0.721
H 3.859 2.688 0.537
H 5.608 9.095 2.124
H 6.877 9.105 3.272
H 4.761 8.967 5.065
H 3.830 9.333 3.556
H 6.054 10.888 4.828
H 4.411 11.432 4.839
H 6.126 11.310 2.368
H 5.463 12.719 3.146
H 4.361 11.550 2.329
As 3.620 -1.981 -2.255
F 4.264 -3.630 -1.997
F 4.409 -1.655 -0.746
F 2.947 -0.352 -2.424
F 2.755 -2.555 -3.721
F 2.117 -2.380 -1.373
F 5.019 -1.392 -3.130
As -3.388 -0.717 -0.179
F -4.075 -0.007 -1.601
F -4.875 -0.580 0.620
F -2.754 -1.405 1.319
F -1.855 -1.060 -0.969
F -2.833 0.854 0.340
F -3.897 -2.398 -0.585

Record 3
110
Properties=species:S:1:pos:R:3 method="wB97M-V/def2-TZVPD" lumo_ev=4.02 homo_lumo_gap_ev=6.096 charge=-2 de_lowest_kcal_mol=19.2 homo_energy_ev=-2.08 molar_mass_g_mol=859.08 e_tot_ha=-2334.47418
Ba -2.443 -1.873 -1.502
O -0.968 0.249 1.860
C -1.891 0.492 1.055
O -1.929 0.246 -0.195
C -3.208 0.933 1.645
O -4.116 -0.121 1.576
C -3.925 -1.173 2.465
C -4.090 -2.600 1.846
O -4.387 -3.470 2.660
O -3.817 -2.694 0.589
H 0.903 0.964 -0.304
H -3.709 1.721 0.962
H -3.139 1.375 2.666
H -4.639 -0.950 3.311
H -2.924 -1.099 2.892
C -3.105 -1.660 -4.441
C -1.994 -0.791 -4.264
C -2.493 0.300 -3.528
C -3.846 0.110 -3.277
C -4.246 -1.165 -3.796
C -5.666 -1.673 -3.880
C -4.749 1.049 -2.561
C -1.702 1.515 -3.068
C -0.589 -0.928 -4.770
C -2.902 -2.974 -5.271
H -6.043 -1.842 -2.826
H -5.710 -2.573 -4.464
H -6.337 -0.946 -4.336
H -4.591 0.956 -1.505
H -5.766 0.717 -2.703
H -4.821 2.148 -2.862
H -0.623 1.452 -3.213
H -1.854 1.682 -1.998
H -2.158 2.422 -3.569
H -0.624 -1.185 -5.837
H 0.056 -1.773 -4.294
H -0.071 0.046 -4.770
H -3.567 -3.091 -6.201
H -3.018 -3.892 -4.661
H -1.900 -2.946 -5.566
N -0.624 -3.642 -2.134
C 0.309 -3.971 -2.784
N 1.361 -4.201 -3.484
C 1.602 -5.540 -3.515
N 1.768 -6.668 -3.467
C -0.359 3.589 -0.239
C 0.653 4.443 0.607
C 2.028 4.424 -0.008
C 0.482 4.078 2.050
C -0.272 5.032 2.812
C -0.704 4.576 4.053
C -0.424 3.223 4.414
C 0.386 2.330 3.743
C 0.477 0.922 4.362
C 1.463 0.646 5.404
C -0.888 0.419 4.751
C 0.850 2.780 2.528
N 1.723 1.923 1.731
B 1.674 1.017 0.567
N 2.789 0.198 0.795
C 3.429 0.511 1.969
C 2.842 1.561 2.513
C 3.081 -1.022 0.122
C 4.214 -1.121 -0.835
C 4.501 -2.381 -1.374
C 3.744 -3.496 -1.088
C 2.654 -3.403 -0.205
C 2.363 -2.194 0.452
C 1.304 -2.130 1.588
C -0.035 -2.672 1.132
C 1.857 -3.038 2.757
C 4.853 0.108 -1.408
C 5.312 1.295 -0.529
C 3.950 0.725 -2.496
H 0.020 3.500 -1.295
H -1.362 4.017 -0.156
H -0.395 2.550 0.019
H 0.282 5.454 0.478
H 2.440 3.458 -0.291
H 2.697 4.949 0.704
H 2.021 5.016 -0.918
H -0.381 6.110 2.557
H -1.326 5.112 4.773
H -0.797 2.866 5.301
H 0.714 0.336 3.491
H 1.372 1.228 6.290
H 2.468 0.775 4.983
H 1.500 -0.393 5.698
H -1.315 0.968 5.610
H -0.866 -0.603 5.214
H -1.664 0.474 3.999
H 4.185 -0.163 2.398
H 3.032 2.089 3.428
H 5.292 -2.336 -2.080
H 4.188 -4.418 -1.507
H 2.198 -4.276 0.156
H 1.262 -1.074 1.972
H 0.054 -3.639 0.827
H -0.291 -2.112 0.195
H -0.793 -2.592 1.887
H 2.475 -3.972 2.111
H 1.130 -3.393 3.311
H 2.445 -2.570 3.350
H 5.779 -0.195 -1.948
H 4.539 2.071 -0.303
H 6.152 1.853 -0.981
H 5.733 0.992 0.432
H 3.062 1.175 -2.078
H 3.792 -0.026 -3.316
H 4.597 1.487 -2.959

Record 4
16
Properties=species:S:1:pos:R:3 method="wB97M-V/def2-TZVPD" lumo_ev=0.82 homo_lumo_gap_ev=11.468 smiles=NC(C(F)(F)F)(C(F)(F)F)C(F)(F)F charge=0 homo_energy_ev=-10.65 molar_mass_g_mol=235.05 e_tot_ha=-1107.18417
N -0.164 1.147 -1.104
C 0.037 0.178 -0.097
C 1.555 -0.077 0.306
F 2.208 0.017 -0.863
F 2.225 0.827 1.022
F 1.689 -1.258 0.856
C -0.488 -1.195 -0.587
F -0.841 -2.031 0.411
F 0.279 -1.952 -1.339
F -1.545 -1.031 -1.422
C -0.916 0.524 1.086
F -0.735 1.811 1.430
F -0.543 -0.191 2.141
F -2.225 0.236 0.766
H -1.078 1.404 -1.021
H 0.541 1.590 -1.587

Record 5
9
Properties=species:S:1:pos:R:3 method="wB97M-V/def2-TZVPD" lumo_ev="0.43 / 0.43" homo_lumo_gap_ev="9.012 / 9.021" charge=0 de_lowest_kcal_mol=88.7 homo_energy_ev="-8.58 / -8.59" molar_mass_g_mol=55.08 e_tot_ha=-171.91380
C 0.954 -0.474 -0.939
C 0.201 0.424 -0.058
C -0.781 -0.656 0.440
N 0.460 -1.632 -0.921
H 1.561 -0.083 -1.720
H 0.858 1.032 0.753
H -0.284 1.223 -0.672
H -0.551 -1.115 1.403
H -1.741 -0.550 -0.208

Record 6
14
Properties=species:S:1:pos:R:3 method="wB97M-V/def2-TZVPD" lumo_ev=0.83 homo_lumo_gap_ev=9.279 smiles="CC1=CNC(=O)C1" charge=0 de_lowest_kcal_mol=3.4 homo_energy_ev=-8.45 molar_mass_g_mol=97.12 e_tot_ha=-324.71912
C -1.908 0.626 -0.299
C -0.468 0.270 -0.049
C 0.551 1.083 0.261
N 1.744 0.359 0.496
C 1.529 -0.995 0.350
O 2.368 -1.854 0.525
C 0.096 -1.133 -0.150
H -2.110 0.750 -1.370
H -2.186 1.559 0.202
H -2.584 -0.157 0.064
H 0.534 2.158 0.412
H 2.689 0.687 0.385
H -0.451 -1.920 0.375
H 0.198 -1.436 -1.202